Molecular formula: C6H6Cl2
Method: DFT, wB97M-V/def2-TZVPD

The HOMO-LUMO gap comes out at 0.3903 hartree. The largest force on an atom is 1.28 eV Å⁻¹. For the total energy, the calculation gives -1152.5480 a.u. The calculation puts the energy above the lowest of the compared OMol25 structures with the same formula, charge and spin at 115.6 kJ/mol.

Last column: Mulliken charge in e.
Positions of all 14 atoms, in Å:
1 Cl 2.687 -0.634 -0.001  -0.224
2 Cl -2.693 -0.638 -0.001  -0.222
3 C 0.007 -0.687 1.063  -0.442
4 C -0.996 -0.156 -0.002  0.195
5 C 0.662 1.330 -0.006  -0.466
6 C 0.983 -0.174 -0.010  0.192
7 C -0.675 1.323 -0.009  -0.492
8 C -0.006 -0.697 -1.070  -0.421
9 H -0.008 -1.822 -1.142  0.263
10 H -0.003 -0.181 2.052  0.272
11 H 1.398 2.159 -0.002  0.395
12 H 0.021 -1.794 1.167  0.275
13 H 0.018 -0.200 -2.046  0.286
14 H -1.393 2.171 0.007  0.389